Entry 1:
C5H11NS | ωB97M-V/def2-TZVPD

Atoms and positions in Å:
C -1.8291 1.1851 -0.8719
C 3.1758 0.6934 -0.1232
C 1.5787 -1.2780 -0.1438
C -3.2795 -0.1529 0.6429
C 1.7974 0.1776 0.1064
N -2.3465 0.0802 -0.4521
S 0.5535 1.1579 0.4909
H -2.2509 2.0451 -0.3211
H 3.8651 0.2588 0.6018
H 3.2036 1.7760 -0.0353
H 3.5211 0.4001 -1.1154
H 1.4031 -1.4266 -1.2119
H 2.4482 -1.8686 0.1367
H 0.7008 -1.6351 0.3891
H -2.7711 -0.6784 1.4552
H -4.1239 -0.7577 0.3070
H -3.6419 0.8030 1.0158
H -2.0044 -0.7799 -0.8713

Cartesian forces, eV/Å:
0.3 0.3 -0.7
0.1 0.2 -0.1
-0.1 -0.1 0.1
0.0 0.0 0.2
-0.8 0.6 0.1
-0.5 -0.4 0.1
0.8 -0.3 0.2
-0.1 -0.2 0.2
0.1 -0.1 0.0
0.0 0.0 0.0
0.1 0.0 -0.1
0.1 0.0 -0.1
0.1 -0.1 0.0
0.0 0.0 0.0
0.0 0.0 0.0
0.0 0.0 0.0
0.0 0.0 -0.1
0.0 0.2 0.0

Total charge: 0
Frontier orbital gap: 0.292 hartree
Highest occupied orbital energy: -7.5880 eV
Relative energy (zero: lowest compared OMol25 entry of this formula, charge and spin): 64.1 kcal/mol


Entry 2:
C6H12Cl2N4 | ωB97M-V/def2-TZVPD

Atoms and positions in Å:
H -3.1011 0.6610 -1.7639
N -2.3463 0.1701 -1.2394
C -1.8256 -0.7536 -1.9261
Cl -2.0714 -1.3774 -3.4438
N -0.5455 -1.2739 -1.4154
C 0.4444 -0.9231 -0.6889
C 1.6588 -1.7639 -0.5797
N 0.4810 0.2125 0.1307
C -0.4152 -0.0155 1.2734
C -1.3043 1.1140 1.4600
C 1.3322 1.2395 0.1622
N 1.7038 1.7668 1.3091
Cl 2.1782 1.9213 -1.1248
H -0.4456 -2.1400 -2.0286
H 2.5723 -1.5110 -1.2387
H 1.4866 -2.8866 -0.7627
H 1.9805 -1.6557 0.4553
H 0.2258 -0.0867 2.1153
H -0.8127 -0.9569 1.1917
H -1.9251 1.1377 2.3865
H -0.6999 2.0137 1.2927
H -2.1659 0.9063 0.7987
H 1.3532 1.4442 2.2132
H 2.2418 2.7571 1.4233

Cartesian forces, eV/Å:
0.2 -0.6 0.7
-0.3 -0.6 -1.9
0.7 3.1 2.4
-0.6 -0.4 -1.0
-0.9 -2.6 -2.2
1.9 0.5 -1.1
1.3 -2.1 -0.7
-1.2 0.2 -1.0
1.7 1.2 1.7
-3.2 0.6 0.1
1.9 0.3 0.9
0.7 3.0 1.4
-0.5 -0.6 -0.8
0.8 0.8 1.5
-1.6 0.2 0.8
0.0 1.7 0.1
0.3 -0.2 0.0
0.9 -0.5 1.1
-1.4 -2.2 -0.4
1.4 0.0 0.1
-1.2 0.2 0.1
0.8 1.2 -0.4
0.0 -0.1 -0.5
-1.6 -3.2 -0.9

Total charge: +2
Structure (SMILES): [H]/N=C(Cl)/[NH+]=C(/C)N(CC)C(=[NH2+])Cl
Frontier orbital gap: 0.337 hartree
Highest occupied orbital energy: -18.2882 eV
Relative energy (zero: lowest compared OMol25 entry of this formula, charge and spin): 14.3 kcal/mol


Entry 3:
C41H40F7N4 | ωB97M-V/def2-TZVPD

Atoms and positions in Å:
C -1.9734 -0.2761 6.4214
N -0.9296 0.5657 5.8918
C -0.9547 1.9564 6.3295
C -1.7481 2.7642 5.3479
F -1.8162 4.0923 5.6324
F -1.2001 2.6344 4.0896
F -3.0323 2.2816 5.2558
C -0.0521 0.1054 4.9629
C 1.1750 0.7839 4.7221
C 2.0090 0.3690 3.7136
C 1.6570 -0.7078 2.8472
C 2.5720 -1.1115 1.8448
C 2.2238 -1.8614 0.6940
C 3.1711 -2.7792 0.1594
C 2.8525 -3.5735 -0.9127
C 1.6569 -3.3339 -1.6348
N 1.3445 -4.1119 -2.7144
C 0.8611 -3.5359 -3.9439
C 1.6069 -5.5457 -2.7027
C 0.4313 -6.2311 -2.0697
F 0.5524 -7.5810 -1.9656
F 0.2410 -5.7282 -0.7980
F -0.7167 -5.9504 -2.7698
C 0.7576 -2.3227 -1.2020
C 0.9682 -1.7202 0.0214
C 0.4125 -1.3765 3.0969
C -0.3731 -1.0366 4.1777
H -1.5967 -1.2995 6.5554
H -2.2795 0.1221 7.3962
H -2.8519 -0.3190 5.7550
H -1.4719 1.9915 7.2934
H 0.0436 2.3977 6.3723
H 1.4573 1.6137 5.3684
H 2.9569 0.8846 3.5557
H 3.6270 -0.8749 1.9981
H 4.1376 -2.8974 0.6477
H 3.5251 -4.3583 -1.2613
H 1.3250 -2.5486 -4.1052
H 1.1358 -4.2036 -4.7714
H -0.2331 -3.3977 -3.9398
H 1.7100 -5.8892 -3.7362
H 2.4729 -5.7851 -2.0796
H -0.1286 -2.1157 -1.8103
H 0.1853 -1.1041 0.4645
H 0.0973 -2.1937 2.4490
H -1.2724 -1.6097 4.4161
F 7.8222 0.3674 2.5134
C 7.9580 1.7137 2.0593
C 8.4717 2.5647 3.2420
C 9.0011 1.9666 4.3895
C 9.4741 2.7660 5.4342
C 9.4010 4.1591 5.3443
C 8.8948 4.7598 4.1880
C 8.4293 3.9570 3.1411
C 8.9193 1.7065 0.8653
C 10.1478 2.3677 0.9054
C 10.9423 2.4286 -0.2481
C 10.5453 1.7691 -1.4099
C 9.3673 1.0175 -1.4085
C 8.5712 0.9614 -0.2656
C 6.5098 2.1399 1.6585
C 5.5432 2.2138 2.8657
C 4.7815 3.5316 2.7549
C 5.1721 4.1382 1.4068
N 6.4215 3.4578 1.0290
C 6.8470 3.6564 -0.3104
C 6.2379 2.9636 -1.3657
C 6.7424 3.1490 -2.6585
N 7.7440 3.9817 -2.9165
C 8.3113 4.6678 -1.9254
C 7.8671 4.5749 -0.6018
H 9.0453 0.8793 4.4601
H 9.9022 2.2875 6.3160
H 9.7516 4.7793 6.1706
H 8.8588 5.8450 4.0774
H 8.0271 4.3997 2.2290
H 10.4768 2.8509 1.8276
H 11.8663 3.0079 -0.2259
H 11.1501 1.8369 -2.3166
H 9.0541 0.4799 -2.3048
H 7.6715 0.3418 -0.2491
H 6.1298 1.3826 0.9446
H 4.8743 1.3455 2.7978
H 6.0788 2.1433 3.8200
H 3.6939 3.4013 2.8198
H 5.0950 4.2113 3.5592
H 4.3979 3.9574 0.6412
H 5.3377 5.2241 1.4518
H 5.4188 2.2703 -1.1824
H 6.3135 2.6000 -3.4993
H 9.1464 5.3258 -2.1750
H 8.3407 5.1511 0.1906

Cartesian forces, eV/Å:
-0.7 -0.7 -0.1
0.6 0.2 0.2
0.3 -0.3 0.2
-1.2 0.7 -1.6
0.2 -1.4 -0.1
-0.5 0.3 1.1
1.1 0.6 0.1
-0.1 0.4 -0.2
0.2 0.0 -0.3
-0.1 0.0 0.5
0.1 0.2 -0.2
-1.1 -0.3 0.4
0.0 -0.3 -0.2
-0.1 0.1 -0.1
-0.2 0.0 0.1
-0.1 0.0 0.4
0.7 -0.6 -0.2
-0.7 0.6 -0.3
0.3 0.6 0.1
-1.6 -0.3 0.8
0.0 1.4 -0.2
0.1 -0.7 -1.1
1.0 -0.5 0.6
0.2 -0.1 0.1
0.3 0.1 -0.1
0.1 0.1 0.3
0.1 -0.2 -0.3
-0.1 0.3 0.1
0.0 -0.2 -0.3
0.2 0.1 0.3
0.4 0.2 -0.1
-0.3 -0.1 0.3
0.0 -0.2 -0.4
-0.2 -0.2 0.1
-0.2 0.0 0.0
-0.2 0.1 -0.1
-0.1 0.4 0.2
-0.1 -0.4 0.0
-0.2 0.3 0.2
0.3 -0.1 -0.2
0.2 -0.2 0.3
0.0 -0.2 -0.4
0.2 -0.1 0.5
0.3 0.1 -0.3
0.2 0.1 0.3
0.3 0.3 -0.3
-0.1 0.5 -0.2
0.2 0.4 0.4
-0.1 -0.4 -0.3
0.0 0.2 -0.1
-0.2 0.1 -0.2
0.1 0.0 -0.1
-0.1 -0.4 -0.1
0.2 0.3 0.2
0.0 -0.4 0.5
0.0 0.1 -0.4
-0.1 -0.1 0.2
-0.1 0.1 0.1
-0.1 -0.1 0.1
0.2 0.2 -0.2
-0.2 -0.1 -0.5
0.1 -0.6 -0.1
0.0 0.6 0.2
0.2 -0.2 -0.5
-0.1 0.4 0.8
0.0 0.1 -0.6
0.5 0.2 -0.2
-0.3 0.2 0.8
0.4 0.0 -0.5
-0.6 -0.1 0.5
-0.1 -0.6 -0.3
0.0 0.3 0.0
-0.1 0.2 -0.2
-0.1 -0.2 -0.2
0.0 -0.3 0.2
0.2 -0.1 0.5
-0.1 0.0 -0.4
-0.2 -0.2 0.0
-0.2 0.0 0.3
0.2 0.1 0.2
0.2 0.3 -0.1
0.3 -0.1 0.3
0.1 0.2 0.1
-0.1 0.0 -0.3
0.2 0.1 0.1
-0.2 -0.2 -0.2
0.0 0.0 0.1
-0.1 -0.3 0.0
0.2 0.1 0.0
0.1 0.2 0.1
-0.3 -0.2 -0.1
-0.1 -0.2 -0.2

Total charge: +1
Frontier orbital gap: 0.201 hartree
Highest occupied orbital energy: -10.3223 eV


Entry 4:
C5H9BrO5 | ωB97M-V/def2-TZVPD

Atoms and positions in Å:
C 1.6510 -0.3784 2.4479
C -0.4134 0.5472 -2.1710
C -0.8844 0.2201 -0.7353
C 0.3051 -0.1936 0.1085
C -0.0560 -0.0419 1.6139
O 2.1829 0.5045 3.0406
O 0.4778 -0.5227 -2.5946
O -1.8198 -0.8383 -0.7186
O 1.4317 0.5975 -0.2483
O -0.6160 1.1074 2.0513
Br -0.9637 -1.5256 2.3272
H 1.7627 -1.4572 2.4087
H 0.1979 1.5024 -2.0871
H -1.3472 0.5709 -2.6487
H -1.3522 1.1117 -0.4466
H 0.3300 -1.2724 -0.0207
H -0.0236 -1.3462 -2.5112
H -2.6319 -0.5270 -0.6048
H 1.7193 0.1619 -1.0603
H 0.0500 1.7796 1.8493

Cartesian forces, eV/Å:
-1.0 -2.5 -2.5
2.1 -0.7 2.4
0.6 -0.3 -1.2
-0.7 0.8 1.1
1.2 -0.4 0.5
0.9 2.8 1.7
-0.7 0.7 -0.3
5.3 -2.3 -1.0
-0.6 -0.9 0.6
0.7 -0.2 -0.3
-0.8 -0.4 0.0
-0.3 0.1 0.2
-1.0 -1.2 -0.7
-0.9 0.4 -1.8
-0.7 1.4 1.1
1.0 -0.1 -0.2
0.1 0.1 -0.1
-5.4 2.0 0.8
0.4 0.2 -0.2
-0.1 0.5 0.1

Total charge: 0
Multiplicity: 3
Frontier orbital gap (spin up / spin down): 0.217 / 0.301 hartree
Highest occupied orbital energy (spin up / spin down): -5.4668 / -10.2569 eV
Relative energy (zero: lowest compared OMol25 entry of this formula, charge and spin): 0.0 kcal/mol